A cluster of 6 separate species, C25H62I3N2O21P5 in total. Source: OMol25; level of theory: ωB97M-V with the def2-TZVPD basis set.

Last column: Löwdin charge in e.
Element x y z (Å)
C1 -0.587 -0.336 0.010  -0.09
C2 -0.439 0.618 -1.192  -0.22
C3 -1.183 1.948 -1.041  -0.23
N1 -1.161 2.410 0.357  -0.03
C4 -1.447 3.840 0.499  -0.32
C5 -2.515 4.029 1.581  -0.65
I1 -4.373 3.092 1.272  0.92
C6 -1.727 3.620 2.853  -0.53
O1 -2.202 3.359 3.911  0.09
N2 -0.372 3.661 2.550  0.11
C7 -0.310 4.478 1.325  -0.40
C8 1.009 4.802 0.673  -0.72
I2 2.181 6.053 1.989  0.84
C9 1.810 3.588 0.154  -0.76
C10 2.838 4.160 -0.856  -0.19
I3 2.961 2.684 1.745  0.82
H1 0.275 -0.260 0.666  0.06
H2 -1.474 -0.152 0.613  0.06
H3 -0.679 -1.362 -0.341  0.06
H4 -0.792 0.087 -2.072  0.10
H5 0.624 0.835 -1.295  0.09
H6 -2.199 1.846 -1.439  0.11
H7 -0.682 2.705 -1.646  0.11
H8 -1.876 1.866 0.821  0.05
H9 -1.599 4.335 -0.456  0.15
H10 -2.706 5.094 1.690  0.08
H11 0.143 4.072 3.321  0.11
H12 -0.686 5.454 1.667  0.11
H13 0.807 5.427 -0.193  0.09
H14 1.180 2.846 -0.314  0.04
H15 3.861 4.026 -0.527  0.03
H16 2.713 3.751 -1.856  0.08
H17 2.703 5.236 -0.963  0.05
C11 -2.126 -6.891 -2.488  -0.08
O2 -0.982 -6.747 -1.619  -0.24
P1 -1.220 -5.927 -0.243  0.44
O3 -1.220 -4.496 -0.579  -0.24
O4 0.137 -6.457 0.439  -0.24
C12 1.285 -6.894 -0.278  -0.11
O5 -1.986 -6.106 1.168  -0.21
C13 -3.365 -6.547 1.150  -0.08
H18 -1.828 -7.500 -3.337  0.09
H19 -2.940 -7.393 -1.963  0.07
H20 -2.456 -5.915 -2.844  0.09
H21 1.659 -6.108 -0.935  0.09
H22 1.069 -7.793 -0.851  0.08
H23 2.048 -7.126 0.461  0.09
H24 -3.457 -7.543 0.713  0.07
H25 -3.986 -5.844 0.592  0.09
H26 -3.707 -6.583 2.179  0.09
C14 3.091 0.643 -8.077  -0.09
O6 3.696 1.842 -7.557  -0.25
P2 3.784 2.004 -5.933  0.49
O7 2.404 2.426 -5.582  -0.25
O8 4.862 3.188 -5.976  -0.23
C15 5.102 4.018 -7.109  -0.10
O9 4.335 1.558 -4.459  -0.23
C16 4.350 0.145 -4.171  -0.11
H27 3.159 0.687 -9.160  0.09
H28 3.615 -0.247 -7.730  0.08
H29 2.043 0.596 -7.781  0.09
H30 4.191 4.531 -7.415  0.09
H31 5.507 3.441 -7.937  0.08
H32 5.840 4.756 -6.806  0.09
H33 5.055 -0.377 -4.821  0.08
H34 3.347 -0.268 -4.303  0.09
H35 4.652 0.004 -3.139  0.09
C17 4.746 0.359 6.771  -0.09
O10 4.271 -0.274 5.567  -0.23
P3 5.008 -1.632 5.091  0.42
O11 6.284 -1.246 4.472  -0.24
O12 3.867 -2.083 4.071  -0.23
C18 2.969 -1.180 3.427  -0.10
O13 5.167 -3.145 5.644  -0.21
C19 5.430 -3.337 7.046  -0.10
H36 4.113 1.221 6.958  0.09
H37 4.679 -0.317 7.625  0.08
H38 5.777 0.688 6.640  0.09
H39 3.510 -0.434 2.848  0.05
H40 2.321 -0.697 4.155  0.08
H41 2.348 -1.764 2.752  0.09
H42 4.608 -2.959 7.657  0.08
H43 6.362 -2.845 7.334  0.09
H44 5.527 -4.405 7.216  0.09
C20 0.501 10.771 3.486  -0.09
O14 0.203 11.666 2.398  -0.25
P4 -0.486 11.025 1.058  0.49
O15 0.685 10.400 0.399  -0.25
O16 -0.952 12.441 0.471  -0.23
C21 -0.420 13.699 0.876  -0.10
O17 -1.729 10.301 0.271  -0.22
C22 -2.403 9.205 0.912  -0.11
H45 0.908 11.368 4.298  0.09
H46 -0.398 10.266 3.840  0.08
H47 1.240 10.034 3.171  0.08
H48 0.657 13.736 0.716  0.09
H49 -0.654 13.906 1.918  0.08
H50 -0.896 14.454 0.255  0.09
H51 -2.882 9.521 1.841  0.08
H52 -1.701 8.391 1.117  0.08
H53 -3.170 8.849 0.230  0.09
C23 -6.792 -11.860 0.487  -0.08
O18 -7.166 -11.043 -0.643  -0.23
P5 -6.121 -9.916 -1.131  0.42
O19 -6.224 -8.778 -0.204  -0.24
O20 -6.802 -9.658 -2.553  -0.23
C24 -8.181 -9.885 -2.835  -0.10
O21 -4.643 -9.880 -1.784  -0.22
C25 -3.667 -10.789 -1.228  -0.10
H54 -7.587 -12.583 0.642  0.09
H55 -5.862 -12.395 0.296  0.08
H56 -6.688 -11.239 1.378  0.09
H57 -8.816 -9.300 -2.170  0.09
H58 -8.425 -10.942 -2.760  0.08
H59 -8.349 -9.561 -3.859  0.09
H60 -3.966 -11.827 -1.381  0.08
H61 -3.530 -10.600 -0.161  0.09
H62 -2.727 -10.617 -1.743  0.09

---

A cluster of 4 separate species, C25H62N2O13P3 in total. Source: OMol25; level of theory: ωB97M-V with the def2-TZVPD basis set.

Computed properties:
Charge: +1

Last column: Löwdin charge in e.
Element x y z (Å)
C1 1.236 -0.981 -0.858  -0.12
C2 1.307 0.417 -0.079  -0.23
C3 0.016 0.672 0.823  -0.19
C4 -1.278 0.939 -0.092  -0.19
C5 -1.194 2.450 -0.548  -0.18
C6 -1.806 2.766 -1.979  -0.12
C7 -3.064 1.910 -2.391  -0.20
N1 -2.886 0.480 -2.832  0.08
C8 -3.910 -0.263 -2.021  -0.05
C9 -5.174 0.738 -2.171  -0.23
O1 -6.170 0.110 -1.380  -0.14
C10 -7.113 -0.622 -2.190  -0.19
C11 -8.495 -0.599 -1.391  -0.16
C12 -8.361 -1.326 0.020  -0.24
C13 -7.910 -0.355 1.186  -0.12
C14 -4.443 2.047 -1.566  -0.21
N2 -4.393 2.114 -0.104  -0.02
C15 -4.312 3.533 0.379  -0.24
C16 -3.845 3.487 1.895  -0.08
H1 2.071 -1.671 -0.541  0.06
H2 0.268 -1.534 -0.661  0.07
H3 1.366 -0.850 -1.975  0.06
H4 2.249 0.407 0.546  0.11
H5 1.419 1.209 -0.879  0.10
H6 0.235 1.616 1.397  0.10
H7 -0.166 -0.204 1.507  0.12
H8 -2.160 0.763 0.589  0.11
H9 -1.209 0.187 -0.924  0.08
H10 -0.089 2.695 -0.620  0.11
H11 -1.589 3.160 0.237  0.09
H12 -0.987 2.729 -2.750  0.13
H13 -2.162 3.841 -1.945  0.12
H14 -3.362 2.408 -3.368  0.16
H15 -1.940 0.086 -2.911  0.18
H16 -3.249 0.337 -3.788  0.18
H17 -3.653 -0.204 -0.920  0.13
H18 -4.071 -1.352 -2.225  0.15
H19 -5.366 0.815 -3.288  0.16
H20 -6.799 -1.708 -2.250  0.13
H21 -7.226 -0.239 -3.240  0.13
H22 -8.669 0.497 -1.157  0.12
H23 -9.353 -0.965 -2.011  0.11
H24 -7.637 -2.192 -0.073  0.11
H25 -9.400 -1.697 0.271  0.11
H26 -8.634 0.502 1.301  0.08
H27 -6.893 0.086 1.016  0.05
H28 -7.864 -0.906 2.173  0.08
H29 -5.009 2.870 -2.099  0.16
H30 -5.323 1.797 0.211  0.11
H31 -3.577 4.109 -0.261  0.10
H32 -5.290 4.082 0.301  0.12
H33 -4.143 2.479 2.297  0.08
H34 -4.327 4.292 2.528  0.08
H35 -2.737 3.613 2.034  0.05
C17 4.993 -7.114 -1.134  -0.12
O2 4.363 -5.843 -0.916  -0.25
P1 4.187 -5.309 0.701  0.71
O3 3.725 -3.915 0.292  -0.31
O4 5.803 -5.376 0.930  -0.28
C18 6.637 -4.424 0.280  -0.09
O5 4.003 -5.063 2.381  -0.24
C19 2.698 -4.691 2.818  -0.13
H36 4.359 -7.713 -1.789  0.08
H37 5.951 -6.944 -1.626  0.09
H38 5.153 -7.656 -0.202  0.08
H39 6.115 -3.869 -0.499  0.06
H40 7.468 -4.958 -0.180  0.09
H41 7.031 -3.730 1.022  0.10
H42 1.931 -5.249 2.279  0.08
H43 2.552 -3.620 2.673  0.08
H44 2.617 -4.917 3.882  0.09
C20 5.680 -0.501 -6.617  -0.13
O6 5.652 0.123 -5.326  -0.26
P2 5.712 -0.896 -3.948  0.68
O7 5.893 0.260 -2.975  -0.29
O8 7.146 -1.529 -4.413  -0.29
C21 8.310 -0.718 -4.339  -0.11
O9 5.586 -2.113 -2.756  -0.24
C22 4.540 -1.942 -1.798  -0.15
H45 4.855 -0.111 -7.215  0.08
H46 6.622 -0.245 -7.104  0.09
H47 5.588 -1.585 -6.549  0.08
H48 8.078 0.337 -4.181  0.09
H49 8.853 -0.812 -5.280  0.09
H50 8.944 -1.077 -3.528  0.09
H51 3.633 -1.570 -2.275  0.06
H52 4.862 -1.251 -1.017  0.10
H53 4.327 -2.910 -1.341  0.04
C23 -0.989 3.372 7.513  -0.12
O10 -0.539 2.649 6.357  -0.25
P3 0.508 3.459 5.270  0.68
O11 0.808 2.202 4.464  -0.29
O12 1.609 3.701 6.450  -0.29
C24 2.342 2.588 6.946  -0.10
O13 1.399 4.522 4.270  -0.24
C25 1.011 4.561 2.902  -0.14
H54 -2.075 3.294 7.576  0.08
H55 -0.549 2.914 8.400  0.09
H56 -0.710 4.425 7.470  0.08
H57 1.921 1.633 6.627  0.08
H58 2.323 2.625 8.035  0.09
H59 3.375 2.663 6.608  0.09
H60 -0.075 4.527 2.801  0.07
H61 1.462 3.724 2.366  0.08
H62 1.377 5.493 2.469  0.09

---

A cluster of 7 separate species, C25H64ClF7NO26P7 in total. Source: OMol25; level of theory: ωB97M-V with the def2-TZVPD basis set.

Computed properties:
SMILES string: CP(Cl)(CN)(CC(=O)O)C(F)(F)C(F)(F)C(F)(F)F.COP(=O)(OC)OC.COP(=O)(OC)OC.COP(=O)(OC)OC.COP(=O)(OC)OC.COP(=O)(OC)OC.COP(=O)(OC)OC

Last column: Löwdin charge in e.
Element x y z (Å)
C1 -2.588 5.632 0.350  -0.24
P1 -2.555 3.728 0.581  0.64
Cl1 -3.194 4.120 2.618  0.34
C2 -4.247 2.821 0.364  -0.36
N1 -4.147 1.311 0.408  -0.04
C3 -1.153 2.691 1.355  -0.22
C4 -1.513 1.986 2.793  -0.36
O1 -2.398 0.971 2.964  -0.07
O2 -0.810 2.406 4.051  -0.02
C5 -2.007 3.416 -1.213  -0.29
F1 -1.949 1.944 -1.555  -0.03
F2 -3.040 3.956 -2.177  -0.04
C6 -0.582 4.045 -1.675  -0.13
F3 0.262 2.925 -2.242  0.01
F4 0.248 4.675 -0.630  0.02
C7 -0.669 5.156 -2.911  -0.13
F5 0.758 5.626 -3.087  0.00
F6 -1.438 6.375 -2.565  0.04
F7 -1.031 4.547 -4.224  0.05
H1 -3.251 6.086 1.233  0.04
H2 -3.089 6.000 -0.642  0.07
H3 -1.521 6.149 0.489  0.09
H4 -4.932 3.122 1.295  0.08
H5 -4.851 3.151 -0.581  0.10
H6 -4.778 0.880 1.120  0.08
H7 -3.165 0.966 0.472  0.05
H8 -0.696 1.861 0.669  0.12
H9 -0.260 3.452 1.579  0.12
H10 -0.015 2.975 3.828  0.11
C8 -4.965 -0.696 4.080  -0.16
O3 -6.041 0.209 4.225  -0.26
P2 -6.678 0.333 5.828  0.75
O4 -8.072 0.470 5.202  -0.29
O5 -6.052 1.848 5.972  -0.24
C9 -4.650 1.991 6.003  -0.12
O6 -7.316 0.457 7.432  -0.29
C10 -8.704 0.296 7.660  -0.15
H11 -5.166 -1.350 3.229  0.08
H12 -4.047 -0.134 3.882  0.05
H13 -4.831 -1.305 4.978  0.07
H14 -4.291 2.219 4.992  0.07
H15 -4.163 1.082 6.365  0.09
H16 -4.386 2.823 6.657  0.09
H17 -9.072 -0.624 7.196  0.09
H18 -9.255 1.165 7.291  0.09
H19 -8.867 0.223 8.739  0.08
C11 5.294 2.874 1.977  -0.16
O7 3.921 2.558 1.864  -0.26
P3 3.548 1.336 0.698  0.77
O8 2.277 2.127 0.361  -0.31
O9 3.168 0.284 1.906  -0.24
C12 4.203 -0.163 2.752  -0.13
O10 3.174 0.114 -0.468  -0.28
C13 2.195 0.354 -1.462  -0.14
H20 5.412 3.959 1.931  0.09
H21 5.666 2.520 2.942  0.08
H22 5.877 2.416 1.174  0.07
H23 4.222 0.461 3.654  0.09
H24 5.175 -0.115 2.255  0.09
H25 4.004 -1.194 3.051  0.09
H26 2.387 1.299 -1.979  0.08
H27 1.194 0.348 -1.022  0.09
H28 2.248 -0.454 -2.197  0.09
C14 10.093 2.934 -2.440  -0.16
O11 9.196 2.228 -1.607  -0.26
P4 8.203 1.069 -2.421  0.76
O12 7.063 1.465 -1.474  -0.31
O13 9.033 -0.160 -1.706  -0.24
C15 10.383 -0.351 -2.064  -0.13
O14 7.210 -0.090 -3.235  -0.27
C16 5.805 -0.065 -3.070  -0.14
H29 10.002 4.002 -2.232  0.09
H30 11.116 2.618 -2.215  0.08
H31 9.882 2.755 -3.497  0.08
H32 11.023 0.160 -1.334  0.09
H33 10.591 0.038 -3.064  0.08
H34 10.616 -1.417 -2.039  0.09
H35 5.409 0.939 -3.251  0.08
H36 5.530 -0.416 -2.072  0.08
H37 5.362 -0.744 -3.804  0.09
C17 -7.465 -5.593 3.712  -0.17
O15 -6.536 -4.957 2.859  -0.26
P5 -4.937 -5.615 2.902  0.76
O16 -4.406 -4.183 2.752  -0.28
O17 -5.136 -6.228 1.387  -0.25
C18 -6.075 -7.264 1.204  -0.13
O18 -3.337 -6.273 2.945  -0.29
C19 -2.225 -5.426 3.169  -0.14
H38 -7.991 -4.831 4.292  0.09
H39 -8.194 -6.139 3.107  0.08
H40 -6.970 -6.287 4.397  0.07
H41 -7.026 -6.831 0.874  0.09
H42 -6.233 -7.828 2.127  0.09
H43 -5.717 -7.942 0.428  0.08
H44 -2.382 -4.802 4.055  0.09
H45 -2.030 -4.809 2.288  0.10
H46 -1.347 -6.054 3.346  0.09
C20 3.900 4.302 -4.318  -0.17
O19 5.250 4.685 -4.476  -0.27
P6 5.503 6.377 -4.731  0.76
O20 6.629 6.004 -5.703  -0.28
O21 6.170 6.515 -3.233  -0.25
C21 5.338 6.320 -2.111  -0.13
O22 5.755 8.070 -4.987  -0.28
C22 6.522 8.516 -6.091  -0.15
H47 3.694 3.455 -4.976  0.09
H48 3.733 3.991 -3.282  0.08
H49 3.219 5.121 -4.565  0.07
H50 5.432 5.282 -1.773  0.09
H51 4.292 6.534 -2.346  0.08
H52 5.664 6.976 -1.302  0.09
H53 6.169 8.059 -7.021  0.09
H54 7.582 8.304 -5.931  0.09
H55 6.400 9.600 -6.175  0.09
C23 -2.032 -8.047 -5.206  -0.17
O23 -1.739 -9.063 -4.270  -0.26
P7 -2.508 -8.881 -2.731  0.75
O24 -1.226 -9.427 -2.090  -0.28
O25 -3.483 -10.168 -3.055  -0.24
C24 -4.437 -10.040 -4.084  -0.13
O26 -3.277 -8.699 -1.192  -0.29
C25 -2.510 -8.740 -0.003  -0.13
H56 -1.098 -7.683 -5.638  0.09
H57 -2.650 -8.464 -6.007  0.08
H58 -2.561 -7.212 -4.738  0.07
H59 -4.021 -10.453 -5.011  0.09
H60 -4.716 -8.995 -4.244  0.08
H61 -5.329 -10.612 -3.822  0.09
H62 -1.659 -8.054 -0.065  0.09
H63 -2.173 -9.760 0.199  0.10
H64 -3.147 -8.421 0.826  0.07

---

A cluster of 8 separate species, C25H64F6N5O9 in total. Source: OMol25; level of theory: ωB97M-V with the def2-TZVPD basis set.

Computed properties:
Charge: -1

Last column: Löwdin charge in e.
Element x y z (Å)
N1 -0.509 0.098 0.024  0.26
H1 -1.133 -0.281 0.742  0.05
H2 -0.965 0.566 -0.765  0.06
H3 -0.012 -0.636 -0.500  0.05
H4 0.200 0.752 0.365  0.05
C1 -1.943 -1.761 2.595  -0.44
O1 -0.565 -2.081 2.270  -0.12
O2 -2.195 -0.495 2.163  -0.21
C2 -2.988 -2.855 2.191  -0.53
F1 -2.789 -3.243 0.887  0.09
F2 -2.946 -3.973 2.972  0.10
F3 -4.248 -2.464 2.202  0.15
C3 0.020 -3.239 2.821  -0.28
C4 1.530 -3.180 2.568  -0.06
H5 1.868 -2.146 2.660  0.06
H6 2.032 -3.902 3.211  0.08
H7 1.782 -3.372 1.524  0.04
H8 -0.361 -4.092 2.251  0.09
H9 -0.156 -3.444 3.880  0.12
H10 -1.911 -1.735 3.693  0.14
C5 -1.779 1.184 -3.505  -0.40
O3 -1.248 2.418 -4.062  -0.11
O4 -1.804 1.386 -2.123  -0.23
C6 -2.989 0.680 -4.268  -0.56
F4 -2.998 0.999 -5.581  0.12
F5 -3.060 -0.653 -4.247  0.13
F6 -4.187 1.084 -3.825  0.14
C7 0.011 2.358 -4.698  -0.30
C8 0.278 3.581 -5.568  -0.08
H11 0.863 4.330 -5.035  0.05
H12 0.895 3.269 -6.411  0.07
H13 -0.685 3.960 -5.908  0.08
H14 0.010 1.544 -5.427  0.11
H15 0.867 2.292 -4.022  0.11
H16 -0.972 0.450 -3.593  0.13
C9 0.144 4.891 -1.655  -0.16
O5 -0.308 3.721 -1.002  -0.13
H17 -0.412 5.814 -1.474  0.07
H18 1.127 5.073 -1.211  0.07
H19 0.265 4.714 -2.724  0.06
H20 -0.714 3.227 -1.730  0.04
C10 4.610 -3.055 -0.416  -0.04
C11 4.315 -1.884 0.601  -0.43
C12 5.529 -0.967 0.678  -0.20
O6 5.318 0.143 1.560  -0.20
C13 5.365 -0.218 2.966  -0.09
N2 3.244 -1.127 0.051  0.04
H21 5.514 -3.633 -0.211  0.07
H22 4.593 -2.780 -1.470  0.08
H23 3.829 -3.799 -0.252  0.05
H24 4.083 -2.382 1.542  0.12
H25 5.693 -0.587 -0.329  0.13
H26 6.335 -1.576 1.096  0.12
H27 4.742 -1.053 3.292  0.08
H28 5.181 0.652 3.593  0.08
H29 6.365 -0.578 3.223  0.08
H30 3.569 -0.456 -0.637  0.10
H31 3.004 -0.456 0.776  0.06
C14 -5.092 0.011 -0.723  -0.05
C15 -5.090 1.131 0.353  -0.43
C16 -5.723 0.767 1.662  -0.21
O7 -5.978 1.813 2.605  -0.19
C17 -6.762 2.911 2.087  -0.11
N3 -3.688 1.542 0.528  0.07
H32 -6.022 -0.033 -1.297  0.07
H33 -4.757 -0.945 -0.320  0.07
H34 -4.431 0.327 -1.530  0.05
H35 -5.745 1.859 -0.135  0.11
H36 -5.009 0.240 2.299  0.12
H37 -6.580 0.096 1.549  0.12
H38 -6.278 3.325 1.199  0.07
H39 -6.903 3.692 2.829  0.08
H40 -7.650 2.503 1.594  0.08
H41 -3.251 1.496 -0.388  0.02
H42 -3.269 0.734 0.983  0.02
C18 -0.489 -2.803 -3.119  -0.03
C19 0.179 -2.915 -1.745  -0.40
C20 1.128 -4.157 -1.521  -0.19
O8 0.510 -5.422 -1.713  -0.19
C21 -0.599 -5.609 -0.790  -0.07
N4 0.933 -1.690 -1.543  0.02
H43 -1.179 -1.962 -3.161  0.06
H44 -1.157 -3.660 -3.224  0.08
H45 0.307 -2.770 -3.863  0.08
H46 -0.567 -3.015 -0.954  0.12
H47 1.572 -4.178 -0.523  0.09
H48 1.945 -4.021 -2.233  0.12
H49 -0.424 -5.237 0.221  0.07
H50 -0.807 -6.677 -0.799  0.08
H51 -1.475 -5.107 -1.202  0.08
H52 1.257 -1.320 -2.429  0.08
H53 1.804 -1.778 -1.015  0.03
C22 1.586 0.939 3.130  -0.06
C23 1.536 2.252 2.352  -0.36
C24 2.781 3.121 2.578  -0.21
O9 2.597 4.392 1.975  -0.18
C25 3.471 5.409 2.438  -0.11
N5 1.556 1.823 0.940  0.02
H54 2.524 0.400 2.973  0.05
H55 0.797 0.249 2.829  0.07
H56 1.570 0.940 4.223  0.08
H57 0.542 2.692 2.427  0.16
H58 3.788 2.719 2.465  0.12
H59 2.591 3.152 3.661  0.12
H60 4.537 5.229 2.282  0.08
H61 3.233 5.596 3.487  0.08
H62 3.252 6.323 1.885  0.08
H63 1.143 2.572 0.385  0.06
H64 2.481 1.961 0.542  0.08

---

no.,E (eV),HOMO-LUMO gap (eV)
1,-143656.874,8.222
2,-84381.179,7.365
3,-178230.218,5.866
4,-69142.967,7.113